This record from the OMol25 dataset describes one molecule with the formula C18H19N3OS in a non-equilibrium geometry. The level of theory is ωB97M-V with the def2-TZVPD basis set.

Last column: Mulliken charge in e.
Positions of all 42 atoms, in Å:
N 3.00299 4.00846 1.98357  -0.531
C 2.60045 3.23761 1.23541  -0.251
C 2.12412 2.27186 0.32829  0.418
C 2.99562 1.39219 -0.31238  -0.847
C 2.48767 0.43953 -1.17379  -0.765
C 1.10671 0.39249 -1.39209  0.623
C 0.47965 -0.58267 -2.29043  0.606
C -0.85180 -0.94068 -2.07885  0.014
C -1.46818 -1.86743 -2.89604  -0.770
C -0.76844 -2.44308 -3.94448  -0.442
C 0.54906 -2.08161 -4.17314  -0.768
C 1.17247 -1.15959 -3.35315  -0.513
N 0.27841 1.22776 -0.77077  -0.239
C 0.74657 2.12753 0.06366  0.575
S -0.39202 3.20061 0.85537  -0.163
C -1.94752 2.28632 0.60989  -0.426
C -2.19849 1.27844 1.73092  -1.117
N -1.18180 0.23940 1.73457  0.591
C -0.22060 0.35562 2.81736  -0.956
C 0.91461 -0.63792 2.57314  -0.384
O 0.43357 -1.95862 2.50046  -0.449
C -0.52727 -2.07754 1.47879  -0.399
C -1.69711 -1.11596 1.69620  -0.926
H 4.05646 1.45829 -0.11802  0.495
H 3.14613 -0.26797 -1.65022  0.390
H -1.38237 -0.48476 -1.25814  0.210
H -2.49737 -2.14291 -2.71796  0.410
H -1.24930 -3.16735 -4.58500  0.389
H 1.09335 -2.51925 -4.99704  0.390
H 2.19275 -0.87179 -3.55798  0.392
H -1.85373 1.78993 -0.35376  0.121
H -2.73531 3.03758 0.58377  0.565
H -3.18536 0.83448 1.56234  0.491
H -2.23034 1.80624 2.69297  0.349
H 0.18217 1.36902 2.84578  0.586
H -0.68705 0.13269 3.79419  0.390
H 1.63200 -0.61428 3.39491  0.355
H 1.42700 -0.37826 1.63382  0.162
H -0.87000 -3.11351 1.49882  0.356
H -0.06397 -1.86402 0.50340  0.174
H -2.40237 -1.21332 0.86855  0.563
H -2.21136 -1.38350 2.63709  0.331

The lowest unoccupied orbital energy is -0.011 Ha. As for the total energy: -1334.99124 a.u. The spin multiplicity is 1. The value obtained for the HOMO-LUMO gap is 8.148 eV. The SMILES is N#Cc1ccc(-c2ccccc2)nc1SCCN1CCOCC1. The net charge is 0.